{
  "formula": "C36H50BClCrIN7OS",
  "method": "ωB97M-V with the def2-TZVPD basis set",
  "species": ["Cr", "C", "C", "C", "C", "C", "C", "C", "C", "C", "N", "N", "B", "N", "N", "C", "C", "C", "C", "C", "C", "C", "C", "C", "N", "N", "C", "C", "C", "C", "C", "C", "C", "C", "C", "H", "H", "H", "H", "H", "H", "H", "H", "H", "H", "H", "H", "H", "H", "H", "H", "H", "H", "H", "H", "H", "H", "H", "H", "H", "H", "H", "H", "H", "H", "H", "H", "H", "H", "H", "H", "H", "H", "H", "H", "H", "H", "H", "H", "H", "H", "Cl", "C", "C", "C", "I", "C", "O", "C", "N", "C", "C", "C", "C", "H", "H", "H", "H", "S"],
  "positions_angstrom": [[0.571659, 0.741027, 0.489493], [2.798359, -1.679341, 4.808363], [1.902076, -0.884850, 3.858396], [1.659168, 0.513331, 4.424492], [2.469657, -0.953514, 2.456861], [3.775220, -1.241210, 2.052283], [3.729342, -1.372566, 0.673909], [4.911532, -1.587827, -0.230259], [5.039325, -3.050209, -0.681932], [4.943830, -0.581103, -1.381099], [2.447764, -1.252444, 0.286140], [1.669515, -0.935752, 1.391483], [1.669738, -1.850741, -0.997773], [1.486464, -0.841150, -2.171787], [0.694489, 0.220123, -1.852435], [0.414275, 0.862570, -2.963951], [1.028073, 0.217536, -4.052217], [1.723559, -0.853153, -3.521358], [2.562043, -1.770254, -4.419759], [3.623392, -0.911890, -5.127407], [3.250335, -3.030117, -3.891281], [-0.537239, 2.029257, -2.938404], [-1.964772, 1.543825, -3.213119], [-0.140626, 3.129204, -3.920329], [0.233354, -2.241780, -0.460090], [-0.543168, -1.225752, 0.006119], [-1.690051, -1.734269, 0.402645], [-1.675365, -3.130937, 0.218874], [-0.439373, -3.412595, -0.334921], [0.013637, -4.771565, -0.793764], [1.377406, -5.216519, -0.251241], [-0.093552, -4.898691, -2.315941], [-2.738894, -0.851556, 1.025700], [-4.142239, -1.399083, 0.783076], [-2.472594, -0.662066, 2.526530], [2.349843, -1.720848, 5.805067], [2.955892, -2.701707, 4.454359], [3.779925, -1.199977, 4.906844], [0.937262, -1.390290, 3.799833], [2.583192, 1.100456, 4.431725], [0.926518, 1.070217, 3.842097], [1.290804, 0.433860, 5.454563], [4.666718, -1.314239, 2.664534], [5.773270, -1.368114, 0.401548], [4.156891, -3.370137, -1.239540], [5.914080, -3.174128, -1.331812], [5.150538, -3.717601, 0.177625], [4.096819, -0.705582, -2.051908], [4.869995, 0.442496, -1.010148], [5.868692, -0.697554, -1.957594], [2.251678, -2.822703, -1.375499], [1.003467, 0.512638, -5.095079], [1.862148, -2.109445, -5.183716], [4.312200, -0.483351, -4.390843], [4.201735, -1.524209, -5.830408], [3.176155, -0.080811, -5.677407], [4.051647, -2.801492, -3.194945], [2.579557, -3.728313, -3.407618], [3.702104, -3.545299, -4.744739], [-0.512315, 2.432495, -1.922811], [-2.029284, 1.113271, -4.217595], [-2.262842, 0.771820, -2.494612], [-2.678954, 2.373321, -3.148804], [-0.184315, 2.755234, -4.951316], [-0.827217, 3.979635, -3.841747], [0.873216, 3.488084, -3.731372], [-2.458147, -3.847883, 0.433157], [-0.728323, -5.446563, -0.368595], [2.202428, -4.685175, -0.729998], [1.448031, -5.038352, 0.826698], [1.515900, -6.287002, -0.432375], [0.465008, -4.103845, -2.805910], [0.291852, -5.864759, -2.663316], [-1.135240, -4.803992, -2.634779], [-2.651016, 0.125131, 0.550332], [-4.297447, -2.334203, 1.334933], [-4.896582, -0.682729, 1.124767], [-4.315687, -1.603686, -0.278115], [-2.456614, -1.634247, 3.032695], [-1.505436, -0.178091, 2.694881], [-3.252663, -0.044807, 2.992150], [0.385602, 6.753288, -1.527282], [1.236286, 5.258439, -1.120969], [2.211154, 4.815644, -1.974432], [2.778631, 3.550857, -1.772833], [4.109664, 2.784758, -3.185002], [2.400778, 2.714950, -0.701258], [2.649883, 1.470452, -0.578559], [1.600718, 3.359924, 0.322899], [-0.799320, 1.829797, 0.715127], [-1.563168, 2.698896, 1.218814], [-1.375306, 4.147971, 1.211090], [-0.367503, 4.903323, 0.734650], [0.850002, 4.505526, 0.019450], [2.474977, 5.406402, -2.842427], [-2.455737, 2.341943, 1.743869], [-2.198417, 4.687563, 1.665447], [-0.545616, 5.973492, 0.788569], [1.585916, 2.488645, 1.842739]],
  "atomic_forces_ev_per_a": [[1.3, -0.4, -0.2], [0.1, 0.0, 0.1], [0.2, 0.0, 0.0], [0.1, 0.1, 0.0], [0.0, -0.1, 0.0], [0.2, 0.3, 0.2], [-0.1, -0.2, -0.1], [-0.1, -0.1, 0.0], [0.0, 0.0, -0.1], [0.0, 0.0, 0.0], [-0.6, -0.1, 0.0], [0.6, 0.0, -0.4], [0.0, 0.0, 0.1], [0.0, -0.1, 0.3], [0.2, -0.2, -0.1], [-0.2, 0.1, -0.2], [0.0, 0.2, -0.1], [-0.2, -0.2, 0.2], [0.0, 0.2, 0.2], [0.1, 0.1, 0.0], [0.0, 0.2, 0.0], [0.1, 0.0, 0.0], [-0.1, 0.0, 0.0], [0.0, 0.0, -0.1], [0.1, 0.2, -0.1], [0.2, 0.0, -0.1], [-0.2, -0.1, 0.3], [-0.1, 0.1, 0.0], [0.1, 0.2, 0.0], [0.1, 0.0, 0.0], [0.0, 0.0, 0.0], [0.0, 0.0, -0.1], [0.0, -0.1, 0.1], [-0.1, -0.1, 0.0], [0.0, -0.1, 0.0], [0.0, 0.0, -0.1], [0.0, 0.1, 0.0], [-0.1, -0.1, 0.0], [-0.1, -0.1, 0.0], [-0.1, -0.1, 0.0], [0.0, 0.0, 0.0], [0.0, 0.0, -0.1], [-0.2, 0.0, -0.1], [0.1, 0.0, 0.1], [0.2, 0.0, 0.1], [-0.1, 0.0, 0.1], [0.0, 0.1, 0.0], [-0.1, 0.0, 0.0], [0.0, -0.1, 0.0], [-0.1, 0.0, 0.0], [-0.1, 0.2, 0.0], [0.0, 0.0, 0.2], [-0.1, 0.0, -0.1], [-0.1, -0.1, -0.1], [-0.1, 0.1, 0.1], [0.0, -0.1, 0.1], [0.0, 0.1, 0.0], [-0.2, -0.1, 0.1], [0.0, 0.0, 0.0], [0.1, 0.1, 0.0], [0.0, 0.0, 0.0], [0.1, 0.1, -0.1], [0.1, -0.1, 0.0], [0.0, 0.0, 0.1], [0.1, -0.1, 0.0], [-0.1, -0.1, 0.0], [0.1, 0.1, 0.0], [-0.1, -0.1, 0.1], [-0.1, -0.1, 0.1], [0.0, 0.0, -0.1], [0.0, 0.1, 0.0], [0.1, 0.0, -0.1], [0.0, 0.1, 0.1], [0.1, 0.0, 0.0], [0.0, 0.0, -0.1], [0.0, 0.1, -0.1], [0.1, -0.1, 0.0], [0.0, 0.1, 0.1], [0.0, 0.1, 0.0], [-0.1, 0.0, 0.0], [0.1, -0.1, -0.1], [0.1, -0.1, 0.0], [-0.2, 0.0, 0.2], [0.2, -0.2, 0.0], [-0.1, 0.0, 0.1], [0.0, 0.0, 0.0], [-0.1, 0.1, 0.1], [0.1, 0.1, 0.0], [-0.1, 0.2, -0.2], [-0.9, 0.1, 0.2], [0.1, 0.3, -0.3], [-0.2, -0.2, 0.0], [0.3, 0.0, 0.0], [0.0, -0.1, 0.1], [0.0, 0.0, 0.0], [-0.1, 0.0, 0.1], [-0.1, 0.0, 0.0], [0.1, 0.0, 0.0], [-0.4, 0.0, -0.2]],
  "mulliken_spin": [3.20, 0.00, 0.02, 0.00, 0.02, -0.01, 0.02, 0.00, 0.00, 0.00, -0.05, -0.01, -0.05, -0.01, 0.02, 0.00, 0.01, 0.01, 0.00, 0.00, 0.00, 0.04, 0.00, 0.00, -0.02, 0.04, 0.00, 0.00, 0.00, 0.00, 0.00, 0.00, 0.01, 0.00, 0.02, 0.00, 0.00, 0.00, 0.00, 0.00, 0.01, 0.00, 0.00, 0.00, 0.00, 0.00, 0.00, 0.00, 0.00, 0.00, 0.00, 0.00, 0.00, 0.00, 0.00, 0.00, 0.00, 0.00, 0.00, 0.00, 0.00, 0.00, 0.00, 0.00, 0.00, 0.00, 0.00, 0.00, 0.00, 0.00, 0.00, 0.00, 0.00, 0.00, 0.01, 0.00, 0.00, 0.00, 0.00, 0.02, 0.00, 0.00, 0.00, 0.00, 0.00, 0.00, 0.00, 0.01, 0.05, -0.39, 0.13, -0.06, 0.07, 0.04, 0.00, -0.03, 0.00, 0.00, -0.12],
  "orbital_gap_ev": [6.4, 6.4],
  "homo_energy_ha": [-0.1461, -0.1444],
  "fmax_ev_per_a": 1.36,
  "charge": -1,
  "spin_multiplicity": 4,
  "relative_energy_kj_mol": 377.7
}